This record from OMol25 describes 4 unconnected molecules or ions with the total composition C11H28FN2O5P in a non-equilibrium geometry. The level of theory is ωB97M-V with the def2-TZVPD basis set.

- ΔE to the lowest compared entry with this formula, charge and spin (kcal/mol) = 0.0
- SMILES string = NPC(=O)NC(=O)F.CC(C)O.CC(C)O.CC(C)O
- highest occupied orbital energy (eV) = -9.00
- Kohn-Sham gap (eV) = 9.66
- 2S+1 = 1

Geometry (Å):
H  2.41  3.88  6.56
C  0.06  -3.89  -0.56
F  0.01  -3.47  0.71
H  -0.24  1.16  2.98
O  -2.47  -6.02  -1.64
H  -4.19  -3.97  -1.34
H  0.06  -0.56  2.71
O  0.66  -3.26  -1.37
H  -3.04  1.40  -4.68
H  -0.29  1.04  -6.16
C  -0.48  0.32  2.33
H  2.02  4.14  4.09
H  4.35  4.50  4.97
H  -1.55  0.10  2.40
H  2.74  2.16  6.30
O  2.28  2.19  3.64
C  -0.45  0.54  -5.20
C  4.09  3.62  4.37
C  2.20  3.02  5.92
H  -2.02  -1.59  -0.79
H  -2.87  1.14  -6.42
C  -1.75  -0.25  -5.19
P  -3.05  -3.61  -0.60
H  4.36  3.82  3.33
C  -0.08  0.61  0.90
H  1.99  0.05  1.10
N  -2.50  -2.23  -1.40
H  1.68  1.76  1.38
H  0.40  -0.12  -5.01
H  2.78  1.43  3.96
H  -1.70  -1.03  -5.95
H  4.69  2.78  4.71
H  -3.87  0.06  -5.45
H  -1.95  -0.27  -3.25
H  -1.99  -2.39  -2.26
C  -1.99  -5.04  -1.11
C  -2.95  0.64  -5.46
C  2.61  3.30  4.48
C  1.40  0.91  0.77
H  0.06  -1.27  0.36
H  1.67  1.11  -0.27
H  -0.66  1.46  0.52
O  -1.91  -0.93  -3.95
H  1.13  2.79  5.98
H  -0.11  -5.69  -1.35
N  -0.62  -5.10  -0.72
H  -0.46  1.29  -4.41
O  -0.44  -0.50  0.06

=====

This record from OMol25 describes 2 unconnected molecules or ions with the total composition C11H29B3NO9 in a non-equilibrium geometry. The level of theory is ωB97M-V with the def2-TZVPD basis set.

- ΔE to the lowest compared entry with this formula, charge and spin (kcal/mol) = 166.0
- highest occupied orbital energy (eV) = -11.82
- Kohn-Sham gap (eV) = 6.24
- charge = +1
- 2S+1 = 1

Geometry (Å):
H  2.28  2.05  -3.56
H  5.65  2.95  0.12
H  0.89  -0.60  -1.67
B  -4.65  -1.56  0.45
H  -3.08  3.38  1.19
O  5.45  0.88  -0.38
C  4.89  2.05  0.31
H  3.40  3.16  -3.09
H  -3.62  1.07  1.51
C  -1.60  -2.47  -1.54
H  2.29  -0.26  0.02
C  -3.71  2.98  0.27
H  1.17  -1.89  -3.03
C  1.42  -1.63  -1.89
C  -1.42  -1.71  2.63
H  4.39  0.87  2.33
H  3.97  2.71  2.30
C  4.61  -0.32  -0.23
H  -2.04  -2.55  -2.64
C  4.77  1.91  1.94
H  2.88  0.79  -1.45
O  -4.26  -2.44  -0.69
H  -5.68  1.58  -0.62
H  5.16  -1.17  -0.86
H  0.59  -2.33  0.21
O  -0.46  -3.40  -1.44
H  -0.81  -2.58  3.16
H  5.79  2.18  2.49
O  -5.60  -0.41  0.25
O  2.57  2.68  -2.84
H  1.84  3.31  -2.61
H  -1.96  0.24  2.97
H  -1.31  -1.33  -1.40
C  -3.62  1.32  0.36
H  -1.79  0.42  0.36
H  -4.81  3.38  0.25
B  -2.72  -2.25  1.79
C  0.74  -2.75  -0.89
H  4.57  -0.75  0.87
H  -3.18  3.27  -0.77
O  2.86  -1.42  -1.68
N  -1.71  -0.58  3.60
O  -2.36  0.94  -0.29
H  -0.75  -0.33  4.00
C  -4.90  0.70  -0.47
B  -2.84  -2.77  -0.49
C  3.10  -0.19  -0.85
H  3.86  2.44  -0.15
O  -4.09  -1.71  1.84
H  1.55  -3.61  -0.77
O  -2.49  -3.39  0.83
H  -0.66  -1.26  1.82
H  -4.60  0.37  -1.57

=====

This record from OMol25 describes a molecular structure, C11H29I2InOP2Si in a non-equilibrium geometry. The level of theory is ωB97M-V with the def2-TZVPD basis set.

- ΔE to the lowest compared entry with this formula, charge and spin (kcal/mol) = 0.0
- highest occupied orbital energy (eV) = -14.45
- Kohn-Sham gap (eV) = 5.62
- charge = +2
- 2S+1 = 1

Geometry (Å):
H  3.02  -1.56  1.94
H  4.64  1.29  1.03
H  3.14  -2.29  0.31
C  3.42  -1.42  0.92
H  2.87  0.96  -2.08
O  -0.07  -0.77  -2.41
C  -0.19  -0.75  2.48
H  3.37  2.38  0.38
C  3.56  1.47  0.97
I  0.06  1.56  -4.65
In  0.26  0.31  0.65
C  0.33  1.84  3.95
C  3.28  0.07  -1.57
H  0.97  2.33  3.20
H  -2.86  0.96  -2.17
P  2.73  0.08  0.15
H  -0.09  -0.18  6.41
H  -2.94  -0.81  -2.18
H  2.40  -1.63  4.23
H  3.01  -0.08  3.61
H  -4.55  -1.24  0.90
H  4.51  -1.34  0.98
H  2.90  -0.82  -2.07
H  0.12  -1.81  2.26
H  3.15  1.60  1.98
C  -3.46  -1.40  0.81
C  -0.15  -0.84  -1.26
I  0.06  -1.24  -5.49
H  -4.54  1.32  1.00
C  -3.28  0.09  -1.65
H  4.38  0.09  -1.62
C  -0.53  -0.63  5.50
H  -4.39  0.14  -1.68
H  -3.28  2.39  0.28
H  -0.71  2.14  3.76
P  -2.62  0.06  0.06
Si  0.51  -0.05  4.02
C  2.29  -0.54  4.30
H  -3.04  -1.59  1.80
H  2.58  -0.26  5.32
H  -0.48  -1.73  5.54
H  -1.58  -0.30  5.37
H  -3.26  -2.28  0.19
H  0.60  2.25  4.93
H  -3.00  1.63  1.86
H  -1.30  -0.80  2.50
C  -3.46  1.48  0.87

=====

This record from OMol25 describes a molecular structure, C11H29N2O14PS5Ta in a non-equilibrium geometry. The level of theory is ωB97M-V with the def2-TZVPD basis set.

- ΔE to the lowest compared entry with this formula, charge and spin (kcal/mol) = 0.0
- highest occupied orbital energy (eV) = -4.64
- Kohn-Sham gap (eV) = 5.99
- charge = -1
- 2S+1 = 1

Geometry (Å):
C  3.63  4.39  -0.37
O  -0.89  -1.03  5.12
H  -2.57  -0.30  1.80
Ta  0.03  -0.80  -2.09
C  -2.85  0.73  1.89
H  -1.08  -3.74  5.54
O  -3.13  -0.09  5.51
H  2.17  -0.23  -3.96
O  2.79  3.26  -0.14
S  -1.57  1.79  -0.33
O  -3.32  -0.93  -1.06
H  1.40  -2.80  -3.50
N  -1.39  -3.31  -5.01
H  -3.01  0.92  2.95
H  4.45  0.27  -2.38
S  3.50  -0.67  -2.12
H  -1.26  -0.09  -5.99
H  0.00  -3.51  -2.75
H  -0.79  1.38  1.91
C  -1.73  1.67  1.46
H  -2.69  -3.31  0.56
S  2.31  3.23  1.39
H  0.21  -2.23  -5.49
C  -0.32  -2.73  -4.68
S  -2.47  -1.20  4.92
H  2.08  1.03  -2.75
O  -0.48  2.20  -3.82
N  -2.60  0.67  -3.80
H  -1.01  -3.36  0.08
H  -1.45  -3.45  7.26
C  -1.39  -2.99  6.27
H  0.58  -2.06  6.14
H  -1.51  -2.04  1.13
O  -2.71  -1.60  3.59
H  0.48  0.74  0.26
C  -1.83  -2.70  0.33
H  0.67  1.77  -1.12
H  -0.93  2.61  -3.06
H  4.30  4.20  -1.20
O  2.61  1.96  1.93
H  5.19  3.87  1.04
H  0.88  -1.72  -0.74
C  0.33  -2.66  -3.35
C  2.06  -0.04  -2.90
P  -1.05  0.67  -3.99
O  -2.50  -2.90  -2.14
H  -0.59  -1.17  7.15
O  3.92  -1.87  -2.78
H  -1.79  -3.75  -4.17
H  -1.95  2.65  1.86
C  0.03  1.00  -0.69
O  -0.54  0.33  -5.49
H  2.99  5.25  -0.60
C  4.37  4.58  0.94
H  -3.74  0.87  1.30
O  3.39  4.29  1.95
O  1.03  3.82  1.49
O  -2.66  -2.47  5.89
H  4.74  5.59  1.07
C  -0.46  -1.79  6.25
H  -3.09  0.34  -4.63
O  3.39  -0.71  -0.70
S  -2.18  -1.81  -1.20

=====

This record from OMol25 describes a molecular structure, C11H31BF3NO6Pt in a non-equilibrium geometry. The level of theory is ωB97M-V with the def2-TZVPD basis set.

- ΔE to the lowest compared entry with this formula, charge and spin (kcal/mol) = 195.9
- highest occupied orbital energy (spin up / spin down) (eV) = -8.68 / -8.67
- Kohn-Sham gap (spin up / spin down) (eV) = 6.39 / 5.63
- ⟨S²⟩ = 2.01
- 2S+1 = 3

Geometry (Å):
H  -1.74  -0.49  -5.94
C  2.51  2.76  3.44
C  -2.14  2.03  -4.50
H  -3.79  -1.36  2.66
H  -2.47  -1.53  -4.76
H  2.43  3.61  4.12
O  -1.18  1.15  -2.24
H  -3.74  -2.82  4.41
H  1.92  -0.34  3.40
O  -0.97  -0.16  -4.03
C  0.58  1.47  4.58
H  -1.13  3.43  6.59
H  -1.14  3.69  4.90
O  3.78  1.49  -2.17
O  -1.79  -2.32  1.41
C  -3.13  -2.73  1.24
H  3.59  2.58  3.41
C  -0.46  -2.18  -5.35
F  -1.21  2.20  -5.44
O  -3.27  -3.12  3.63
H  -0.44  -2.84  -4.48
H  -0.07  1.71  3.74
C  1.99  1.45  4.07
H  0.56  -1.81  -5.45
C  -0.96  2.92  5.64
H  -3.29  -3.77  0.95
H  2.84  1.22  -3.95
H  -3.62  -2.07  0.52
H  -0.72  -2.78  -6.22
N  2.09  0.55  2.94
H  2.59  1.22  4.94
H  3.29  -2.54  -1.42
H  -1.56  2.01  5.52
C  -1.81  0.86  -3.47
H  2.50  -3.50  -0.22
C  -1.52  -1.08  -5.05
F  -3.32  1.77  -5.15
C  -3.85  -2.44  2.55
O  0.39  2.41  5.68
B  2.61  -3.37  -1.29
C  3.66  1.82  -3.54
H  3.30  2.82  -3.78
H  -4.93  -2.61  2.54
H  4.58  1.72  -4.10
H  1.66  -3.04  -1.68
H  0.23  0.51  4.98
F  -2.37  3.20  -4.00
H  -1.57  -2.84  2.18
H  2.18  3.05  2.45
H  2.86  -4.27  -1.82
H  -2.74  0.36  -3.21
H  3.10  0.53  3.03
Pt  1.22  -0.60  -0.49
H  4.46  2.05  -1.80

=====

This record from OMol25 describes 4 unconnected molecules or ions with the total composition C11H31Cl2O12P3 in a non-equilibrium geometry. The level of theory is ωB97M-V with the def2-TZVPD basis set.

- highest occupied orbital energy (spin up / spin down) (eV) = -12.89 / -12.89
- Kohn-Sham gap (spin up / spin down) (eV) = 9.74 / 2.40
- charge = +1
- ⟨S²⟩ = 0.75
- 2S+1 = 2

Geometry (Å):
O  0.89  -0.48  1.96
H  0.36  1.65  -2.86
H  2.73  2.58  0.27
C  -1.83  1.33  1.50
O  2.22  0.77  -3.33
H  -2.52  -3.04  -2.52
H  -4.18  2.44  -0.88
O  -3.74  -1.36  -2.24
H  -1.31  2.21  1.87
H  2.10  -1.62  0.19
H  2.70  -1.91  -1.46
H  0.75  -3.82  0.04
H  2.34  1.06  3.77
O  4.49  1.93  -3.12
O  -1.58  0.29  2.41
C  -1.01  -2.36  4.08
C  3.02  1.53  0.16
Cl  3.57  -3.29  0.24
H  -1.74  -1.70  -1.54
H  2.00  2.62  4.58
O  2.28  3.12  -2.23
P  3.03  1.83  -2.46
H  -3.94  -0.83  2.33
O  3.31  0.99  -1.12
H  5.29  2.87  -1.38
C  0.83  0.89  -3.47
C  -3.58  1.84  -1.57
O  -3.61  -1.57  0.32
Cl  1.26  -4.33  -2.21
C  1.04  -3.22  -0.82
H  -3.99  -2.51  2.02
H  -2.02  -2.34  4.49
C  -2.37  -1.97  -2.39
H  -4.33  1.72  -2.35
H  6.12  1.67  -2.19
H  -2.91  1.41  1.34
H  -5.34  -1.50  1.55
P  -4.26  -0.63  -0.89
O  0.32  1.31  3.95
H  -2.62  2.26  -1.84
H  -1.08  -2.69  3.04
C  5.51  2.55  -2.39
C  2.26  -2.38  -0.57
C  -4.26  -1.55  1.58
H  -1.37  1.08  0.55
H  0.24  -2.49  -0.93
O  -5.71  -0.40  -0.82
O  -3.36  0.69  -0.82
H  -1.82  -1.66  -3.27
H  1.77  2.49  2.89
O  -0.33  -1.13  4.19
H  6.07  3.34  -2.91
H  -0.41  -3.06  4.65
C  1.67  1.92  3.81
H  0.50  1.16  -4.47
P  -0.09  -0.03  3.01
H  2.31  0.87  0.66
H  0.42  -0.08  -3.20
H  3.90  1.53  0.81

=====

This record from OMol25 describes a molecular structure, C11H31F4K2N2O24P3S5 in a non-equilibrium geometry. The level of theory is ωB97M-V with the def2-TZVPD basis set.

- ΔE to the lowest compared entry with this formula, charge and spin (kcal/mol) = 0.0
- highest occupied orbital energy (eV) = -9.91
- Kohn-Sham gap (eV) = 8.20
- 2S+1 = 1

Geometry (Å):
H  15.39  -3.17  -20.59
O  18.42  -0.36  -11.29
O  18.88  -7.89  -9.97
H  15.83  -5.05  -10.62
H  15.82  -7.50  -12.98
H  14.76  -1.83  -21.62
O  16.94  -6.14  -17.91
H  19.39  -4.82  -20.21
C  19.54  -6.93  -9.14
H  18.89  -6.56  -8.34
H  14.41  -8.57  -15.51
O  17.17  -2.10  -12.51
O  12.45  -5.27  -15.65
C  19.61  -0.27  -12.07
H  16.23  -1.64  -20.68
F  24.00  -4.08  -19.54
H  16.11  -6.51  -9.71
H  14.42  -4.46  -14.13
H  18.64  -3.38  -19.64
S  18.42  -4.28  -15.98
H  13.85  -7.23  -16.46
K  20.59  -6.41  -14.25
C  13.50  -8.04  -15.83
O  16.92  -8.31  -11.35
K  21.21  -7.02  -17.30
O  24.02  -1.54  -15.49
N  18.91  -5.86  -16.31
C  15.64  -2.35  -21.26
H  20.35  -7.46  -8.65
O  17.64  -5.94  -11.03
S  17.86  -1.86  -11.30
O  15.70  -5.23  -22.37
S  23.58  -2.82  -15.91
H  17.00  -8.71  -13.38
C  18.72  -4.02  -20.52
C  14.58  -4.90  -23.20
H  15.52  -9.23  -12.54
C  16.60  -5.61  -10.11
O  16.65  -6.77  -15.59
H  14.82  -5.53  -12.72
H  20.30  0.52  -11.78
C  14.14  -4.78  -13.13
O  17.45  -4.54  -20.89
S  17.52  -6.43  -16.66
F  24.39  -3.85  -15.00
F  19.68  -3.89  -15.06
C  16.25  -8.44  -12.64
O  17.25  -2.13  -10.06
H  21.19  -1.68  -11.49
H  14.64  -5.42  -24.15
O  16.41  -2.81  -22.38
O  13.02  -7.52  -14.59
O  17.92  -4.58  -23.46
P  18.18  -7.39  -11.29
H  14.49  -3.83  -23.38
H  17.00  -5.11  -9.23
F  18.11  -7.90  -17.07
S  23.16  -3.63  -18.28
P  16.99  -4.29  -22.38
O  22.44  -4.83  -17.91
C  20.22  -1.68  -11.99
H  14.05  -4.03  -12.35
P  12.31  -6.09  -14.45
C  9.96  -7.11  -14.87
H  13.71  -5.29  -22.66
H  19.22  -3.40  -21.26
O  12.89  -5.54  -13.10
H  19.99  -6.07  -9.64
O  19.08  -7.43  -12.45
H  12.92  -8.81  -16.35
O  10.85  -6.42  -14.00
H  9.38  -6.39  -15.45
O  22.22  -3.17  -15.66
H  9.24  -7.70  -14.30
H  20.40  -2.07  -12.98
O  18.53  -3.39  -17.07
O  19.31  -2.52  -11.31
H  10.51  -7.77  -15.55
N  24.34  -3.24  -17.31
H  19.34  0.00  -13.09
O  17.37  -4.11  -15.05
O  22.39  -2.55  -18.78

=====

This record from OMol25 describes a molecular structure, C11H31FN2O2SbSi. The level of theory is ωB97M-V with the def2-TZVPD basis set.

- highest occupied orbital energy (eV) = -3.74
- Kohn-Sham gap (eV) = 5.96
- charge = -1
- 2S+1 = 1

Geometry (Å):
C  0.74  0.43  1.48
H  -2.17  -4.31  2.29
H  2.97  1.80  -2.43
H  -0.28  -1.81  -0.60
H  -1.93  3.14  2.62
H  1.69  0.59  2.00
H  -2.33  4.28  -0.89
H  0.93  -1.75  -1.89
C  4.29  -0.65  -1.90
H  1.39  -2.26  -0.24
H  -2.88  5.67  0.05
H  3.48  -1.21  -2.37
H  0.02  4.08  2.40
O  -1.71  -2.81  1.00
H  -3.85  -6.38  0.30
O  -3.54  3.38  1.40
N  -3.29  -4.37  0.57
C  -0.18  4.64  1.49
C  -2.38  3.60  1.73
H  6.19  -1.38  -1.13
C  0.76  -1.58  -0.82
H  2.99  2.64  -0.09
H  -0.03  5.70  1.68
C  -0.13  1.25  -1.40
Sb  3.46  1.11  -0.87
H  -4.36  -4.35  -1.21
C  5.12  -1.56  -0.98
H  4.94  -2.62  -1.18
H  0.06  1.25  1.71
H  -3.66  -5.85  1.98
H  0.30  -0.49  1.87
H  -2.68  -3.76  -1.35
H  4.92  -0.23  -2.68
C  -4.01  -5.55  0.99
Si  1.08  0.23  -0.38
H  -1.22  5.63  -0.58
N  -1.54  4.40  1.06
C  -2.02  5.03  -0.16
H  4.91  -1.37  0.08
H  0.01  0.97  -2.45
F  5.30  1.95  -1.12
C  -2.33  -3.79  1.33
H  -5.08  -5.35  1.05
H  0.53  4.31  0.72
H  0.10  2.31  -1.33
H  -1.18  1.07  -1.15
H  -3.91  -2.74  -0.60
C  -3.57  -3.77  -0.72
H  4.04  0.51  0.70

=====

For each record above, in turn, the calculated E values are -37085.3232; -33814.3008; -61739.9051; -108534.0390; -37746.7633; -89385.7742; -189598.6599; -36116.8441 eV.